The following is a quantum chemistry calculation of C4H6N2O in the gas phase at a distorted geometry, from OMol25.

The calculation puts the energy at -340.6944 Ha. The energy relative to the best compared isomer or geometry (same formula, charge and spin) comes out at 263.8 kJ/mol. The SMILES is [H]/N=C(\C#N)OCC. The calculation puts the frontier orbital gap at 0.412 Ha.

ORCA input file:
```
! wB97M-V def2-TZVPD RIJCOSX def2/J DEFGRID3
* xyz 0 1
C -0.871 -1.021 0.240
H 1.357 -0.513 -1.222
O -1.366 0.201 -0.026
N -0.560 -1.565 2.795
H -0.682 1.963 -0.621
N -0.429 -1.732 -0.696
C -0.724 -1.313 1.677
H 1.948 0.851 -0.374
H 1.169 1.011 -1.963
C 1.093 0.544 -0.982
H 0.116 -2.533 -0.401
C -0.205 1.070 -0.195
H 0.101 1.350 0.818
*
```